# 1
The following is a DFT calculation (wB97M-V/def2-TZVPD) of a structure of composition C36H34IN7O3S2Ti at a distorted geometry.

* energy above the lowest of the compared OMol25 structures with the same formula, charge and spin: 186.56 kJ/mol
* HOMO energy (alpha / beta): -15.93 / -15.93 eV
* total charge: +3
* energy: -3943.954879 hartree
* frontier orbital gap (alpha / beta): 6.70 / 6.70 eV
* LUMO level (alpha / beta): -9.2 / -9.2 eV
* spin multiplicity: 2

Geometry (Å):
I  3.66093  3.05497  -2.04488
Ti  -0.34463  0.20176  -0.15126
S  -2.38455  0.98313  2.51757
S  -0.83272  3.13568  -1.34162
O  -1.40094  1.69090  -0.97893
O  -1.17988  0.45085  1.60433
O  0.82657  0.08979  -1.86018
N  1.49936  0.79412  0.84395
N  0.43715  -1.68572  0.44032
N  4.64585  -7.17704  -1.09811
N  -2.85539  -3.08336  -2.53139
N  -1.62095  -1.23657  -0.85798
N  4.02418  1.06069  2.00889
N  3.10798  -0.33808  -1.82851
C  -2.33450  0.13832  4.07055
C  -0.02289  -2.79148  -0.20110
C  -1.99327  2.49053  -3.77084
C  -2.32363  -1.03560  6.65484
C  -2.56417  3.85491  0.85098
C  -1.14582  4.77459  -3.57928
C  -1.51187  3.61485  1.93248
C  2.58831  -2.75020  0.65470
C  3.52094  -0.16063  1.87725
C  -3.53748  -0.66064  6.07537
C  -1.96155  2.69283  3.07371
C  2.12363  1.99720  0.85954
C  2.94140  -5.10550  -0.29143
C  2.52063  -6.06738  -1.19469
C  -1.93026  4.32219  -0.44267
C  2.34203  1.50855  -3.09181
C  -2.42340  2.79325  -5.09349
C  -1.62068  5.07950  -4.85557
C  2.03371  0.40646  -2.18271
C  -3.22847  -1.77631  -2.53455
C  5.00709  -6.30477  -0.15901
C  -1.35522  3.46456  -3.04888
C  -1.11924  -0.34832  4.59752
C  -2.60395  -0.85714  -1.71328
C  3.32608  2.13203  1.55019
C  -1.20705  -2.54577  -0.98268
C  0.70305  -4.00644  -0.17389
C  1.75544  -1.61808  0.87556
C  2.24544  -0.30725  1.29151
C  -2.21461  4.04965  -5.63691
C  3.38935  -7.07887  -1.60495
C  2.06800  -3.99452  0.14749
C  -1.15675  -0.90868  5.87927
C  -1.94247  -3.46269  -1.69113
C  -3.52439  -0.04179  4.81556
C  4.23367  -5.27509  0.29273
H  -1.35840  5.23392  -0.24821
H  3.79227  3.09966  1.70070
H  -4.48160  0.17870  4.32965
H  -4.43046  -0.69200  6.67848
H  -2.50952  4.25803  -6.64032
H  -0.28868  -1.37002  6.38349
H  -2.88397  1.95170  -5.60837
H  0.23466  -4.90744  -0.53726
H  2.88511  1.21693  -3.99145
H  -2.90144  3.15631  3.46160
H  3.13880  -7.75818  -2.40451
H  -0.63772  5.50605  -2.97578
H  1.54668  2.87374  0.60392
H  -1.17038  4.61683  2.39723
H  4.54814  -4.66317  1.14542
H  -1.24978  2.74361  3.88164
H  -0.63429  3.12707  1.49485
H  1.52904  -5.99229  -1.54334
H  1.46190  2.11448  -3.31599
H  -3.26245  3.01089  0.65454
H  4.04221  0.07328  -1.99018
H  3.68081  -2.61774  0.89191
H  -4.13910  -1.53141  -3.05763
H  4.09635  -0.94027  2.37035
H  6.04420  -6.44586  0.23487
H  -0.19052  -0.23852  4.06187
H  -1.71431  -4.53964  -1.69087
H  3.00873  -1.31051  -1.60864
H  -3.26889  4.67676  1.13619
H  -2.65322  4.67605  -1.22472
H  -2.07101  1.46876  -3.46564
H  -1.58605  6.11950  -5.16210
H  -2.24717  -1.42370  7.66390
H  -2.98996  0.16514  -1.59818

Atoms 1-6, force components in eV/Å:
-0.71 -1.04 -0.88
-0.04 0.54 1.32
0.35 0.11 -0.64
-0.55 -0.60 0.13
0.32 1.69 -0.40
-1.25 1.01 1.69

---

# 2
The following is a DFT calculation (wB97M-V/def2-TZVPD) of a structure of composition C36H34N7S2SeW at a distorted geometry.

* energy above the lowest of the compared OMol25 structures with the same formula, charge and spin: 175.15 kJ/mol
* HOMO energy (alpha / beta): -9.67 / -9.97 eV
* total charge: +1
* energy: -5040.366504 hartree
* frontier orbital gap (alpha / beta): 6.60 / 6.61 eV
* LUMO level (alpha / beta): -3.1 / -3.4 eV
* spin multiplicity: 3

Geometry (Å):
W  0.00089  0.06693  1.46905
Se  1.96782  -0.85034  0.15176
S  3.61850  1.56257  4.27443
S  -0.00275  -1.50996  3.25935
N  -0.77441  1.54148  3.12652
N  -0.51898  2.01534  0.07982
N  1.56739  0.83303  2.55880
N  -4.00935  -0.17146  3.23535
N  -0.84748  -1.79969  0.42852
N  -2.46267  0.09630  1.65577
N  0.94714  3.56827  0.73520
C  3.86728  0.99915  -0.91083
C  -1.63809  -4.09450  0.64088
C  -0.03000  2.72210  1.09803
C  -5.05114  -1.69988  -0.39226
C  1.93915  -1.52720  -3.10275
C  4.69325  1.52945  -1.88847
C  -1.80508  -5.08854  2.82645
C  4.06390  1.39716  0.53030
C  -1.98439  -5.18018  1.47682
C  -2.82628  0.35999  2.89090
C  -3.55576  -0.62214  1.11632
C  0.05086  2.22940  -2.40337
C  1.12142  3.45667  -0.63128
C  2.90081  0.05834  -1.27365
C  0.20392  2.48720  -1.03924
C  3.65384  0.18791  -3.55061
C  4.59134  1.15062  -3.22148
C  -1.23547  -3.92908  3.38253
C  1.82095  3.83595  -2.84201
C  2.44518  1.11876  3.29947
C  2.81657  -0.40199  -2.60130
C  -1.77552  -4.15639  -0.76162
C  -4.50893  -0.82091  2.11741
C  5.50874  1.73505  -4.26097
C  -1.47478  -3.06085  -1.50627
C  1.95216  4.14262  -1.50726
C  -2.04021  1.23675  3.78791
C  -1.11829  -2.90917  1.19996
C  -3.86278  -1.02969  -0.18058
C  -5.70685  -1.49326  1.92309
C  -1.05809  -1.87075  -0.87480
C  -5.95549  -1.95161  0.64680
C  0.87215  2.90179  -3.28233
C  -0.87929  -2.86337  2.59198
C  -0.66988  2.84919  2.45041
C  -0.92182  -0.63459  -1.68915
H  2.66579  4.87696  -1.15873
H  -0.09486  3.56219  3.04220
H  5.44254  2.25806  -1.59587
H  -2.38844  -6.07706  1.02576
H  3.58146  -0.15052  -4.57948
H  4.66246  0.65205  1.05949
H  -1.03950  -3.87716  4.44578
H  3.10498  1.46257  1.06366
H  -1.40199  -0.76123  -2.65960
H  5.64432  2.80687  -4.10985
H  -1.58953  -3.06171  -2.58124
H  -0.02930  1.45161  3.80562
H  4.58285  2.35260  0.59892
H  0.77165  2.71686  -4.34319
H  1.50431  -2.10720  -2.29421
H  -0.70519  1.55936  -2.77523
H  0.12490  -0.38972  -1.84405
H  -1.66738  3.26393  2.29273
H  2.45007  4.33461  -3.56649
H  5.12117  1.57418  -5.26598
H  -2.60601  2.15045  3.99577
H  1.13568  -1.14694  -3.73625
H  2.53605  -2.20213  -3.71680
H  -6.41466  -1.63513  2.72834
H  -4.45673  -0.08784  4.13252
H  -6.87412  -2.48194  0.43815
H  -5.29813  -2.02206  -1.39493
H  -1.37688  0.20695  -1.16939
H  -3.22949  -0.79656  -1.01469
H  6.49583  1.27232  -4.20615
H  -2.13267  -5.06864  -1.22314
H  -1.83952  0.73733  4.73543
H  1.50261  4.12467  1.36545
H  -2.07173  -5.91420  3.47183

Atoms 1-6, force components in eV/Å:
-0.87 -0.82 0.09
0.00 -0.77 -0.06
-0.05 -0.01 -0.01
0.17 0.17 0.02
0.19 -0.04 -0.21
0.69 0.14 0.39